1.
21
Properties=species:S:1:pos:R:3:nbo_charge:R:1 method="wB97M-V/def2-TZVPD" multiplicity=2 relative_energy_kcal_mol=39.0 e_lumo_ev="-6.87 / -14.87" fmax_ev_per_a=2.820 total_charge=+2 s2=0.753
C -1.29782 1.41043 0.21112 -0.2319
N 0.17073 1.20041 0.12365 -0.5423
C 0.51452 0.06879 1.04795 -0.2752
C -0.71321 -0.76008 1.12164 -0.4156
C -1.88208 0.03209 0.72771 -0.4326
H -1.55125 2.02921 1.08791 0.2632
H -1.69367 1.86216 -0.69669 0.2770
H 0.71672 2.06695 0.20067 0.4741
H 0.31443 0.94854 -0.88511 0.4864
H 1.13809 0.44477 1.89398 0.3514
H 1.40160 -0.51525 0.66200 0.3598
H -0.45126 -1.63795 0.45045 0.4328
H -0.84041 -1.31546 2.08666 0.3714
H -2.61631 0.26274 1.52861 0.3512
H -2.53334 -0.30190 -0.10180 0.3496
H 2.72320 -2.76603 0.14920 0.5149
H 1.53863 -3.17308 -0.76374 0.5130
O 1.89141 -2.43577 -0.21897 -0.8993
H 1.77199 0.56562 -2.78668 0.5092
H 0.40565 0.94064 -3.28636 0.5069
O 0.99237 1.07319 -2.55221 -0.9638

2.
21
Properties=species:S:1:pos:R:3:nbo_charge:R:1 method="wB97M-V/def2-TZVPD" multiplicity=2 relative_energy_kcal_mol=74.4 e_lumo_ev="-10.63 / -13.52" fmax_ev_per_a=5.644 total_charge=+2 s2=0.753
C -1.01224 0.77951 0.95689 -0.2158
C -2.31117 0.06001 0.94967 -0.5866
C -2.28065 -1.31697 0.24194 0.1362
C -1.78447 -1.35633 -1.13428 -0.0127
N 0.28885 -0.14031 0.57265 -0.6936
H -0.82681 1.04538 1.93271 0.2611
H -0.88904 1.72127 0.37085 0.2716
H -3.03598 0.98898 0.67511 0.4049
H -2.68535 -0.15842 1.99106 0.3126
H -2.98733 -2.06008 0.50886 0.2704
H -1.48026 -2.20326 -1.80050 0.2889
H -1.27715 -0.43306 -1.42702 0.1848
H 1.25627 0.05928 0.92726 0.5260
H 0.06613 -0.44242 -0.36462 0.4209
H 0.15479 -0.97395 1.10178 0.4208
H 2.45737 3.02167 -1.27581 0.4936
H 3.48061 2.10093 -1.92301 0.4848
O 2.82524 2.05099 -1.27025 -0.9767
H 3.78242 -1.39923 -0.08038 0.4878
H 3.27710 -0.34402 -0.84616 0.4961
O 2.98166 -0.99995 -0.10676 -0.9750

3.
21
Properties=species:S:1:pos:R:3:nbo_charge:R:1 method="wB97M-V/def2-TZVPD" multiplicity=2 relative_energy_kcal_mol=36.7 e_lumo_ev="-7.92 / -14.75" fmax_ev_per_a=2.973 total_charge=+2 s2=0.754
C 1.45546 -0.29727 1.53375 -0.1471
O 0.99849 -1.12469 2.61612 -0.1452
C 0.36551 0.09910 0.52553 -0.0467
C 1.02010 0.51075 -0.75349 -0.4722
C 0.19802 1.44786 -1.65301 -0.6202
N -0.48808 -1.21768 0.22391 -0.6954
H 1.89083 0.60974 1.97417 0.3144
H 2.16383 -1.03042 1.07531 0.3377
H 1.70235 -1.17733 3.31757 0.5567
H -0.40791 0.76526 0.90752 0.2796
H 1.94066 1.07075 -0.49539 0.2576
H 1.49472 -0.30694 -1.30854 0.2517
H 0.87587 2.10713 -2.19257 0.2679
H -0.44626 0.86692 -2.31074 0.2280
H -0.42312 2.17209 -1.11822 0.2384
H 0.11570 -2.02980 0.14751 0.4383
H -0.94541 -1.15359 -0.69000 0.4893
H -1.18814 -1.19650 0.96709 0.4609
H -3.41130 0.10357 -1.67740 0.5019
H -3.83188 -0.01926 -0.24898 0.5010
O -3.07946 -0.19971 -0.84013 -0.9968

4.
22
Properties=species:S:1:pos:R:3:nbo_charge:R:1 method="wB97M-V/def2-TZVPD" relative_energy_kcal_mol=20.0 e_lumo_ev=3.74 fmax_ev_per_a=1.685 total_charge=-1
C 0.38299 -1.16251 -0.86497 -0.4573
C -0.78831 -0.25241 -1.36924 -0.5105
S -2.45445 -0.69026 -0.68923 -0.7508
C 1.66987 -0.38453 -0.58731 -0.2042
N 2.41098 -0.88751 0.59159 -0.6575
C 1.85749 -0.53495 1.87348 -0.4215
H -0.04655 -1.61484 0.03423 0.2190
H 0.62981 -1.96329 -1.55709 0.1842
H -0.83191 -0.32907 -2.45268 0.1853
H -0.59904 0.74434 -0.98564 0.1674
H 2.33555 -0.47034 -1.44794 0.1800
H 1.49182 0.65060 -0.28636 0.1828
H 2.73298 -1.82816 0.47924 0.3511
H 0.93436 0.03153 1.72108 0.2008
H 2.54033 0.11104 2.43557 0.1680
H 1.52515 -1.31635 2.56456 0.1864
H -2.82061 2.12689 -2.06990 0.4802
H -2.02364 2.34639 -0.87279 0.4777
O -2.29141 2.83635 -1.65882 -0.9631
H -1.61437 0.71020 1.27593 0.4831
H -2.97461 0.86097 1.80494 0.4749
O -2.06645 1.01590 2.06136 -0.9760

5.
22
Properties=species:S:1:pos:R:3:nbo_charge:R:1 method="wB97M-V/def2-TZVPD" relative_energy_kcal_mol=56.9 e_lumo_ev=3.52 fmax_ev_per_a=5.089 total_charge=-1
C -1.24712 -0.04815 -0.66179 -0.2404
N -0.44851 0.45182 0.54239 -0.6926
C 0.66488 1.45059 0.12646 0.1588
O 1.83474 1.04725 0.47645 -0.9447
C -2.40542 -0.85353 0.06801 -0.4175
C -3.27227 -2.00382 -0.55032 -0.6443
H -0.56367 -0.79942 -1.25052 0.1616
H -1.50182 0.95116 -1.15784 0.1990
H -0.15207 -0.26658 1.11315 0.3468
H 0.26807 2.26558 0.79513 0.0673
H 0.57881 1.76255 -0.86841 0.0873
H -2.17894 -1.12873 1.12517 0.2022
H -3.17407 -0.07078 0.20006 0.1887
H -2.86796 -3.00341 -0.06336 0.2039
H -2.76462 -2.19389 -1.50256 0.2063
H -4.33491 -1.74688 -0.64756 0.2104
H 3.09862 2.02069 0.65065 0.5072
H 3.94711 2.52951 -0.45534 0.4414
O 4.03792 2.28987 0.49151 -1.0138
H 2.84924 -0.44768 0.62320 0.5204
H 4.25803 -0.95244 0.51983 0.4500
O 3.37397 -1.25372 0.42567 -0.9979

6.
22
Properties=species:S:1:pos:R:3:nbo_charge:R:1 method="wB97M-V/def2-TZVPD" relative_energy_kcal_mol=27.7 e_lumo_ev=3.70 fmax_ev_per_a=2.432 total_charge=-1
C 1.56604 1.55841 1.28618 -0.6037
C 0.51496 0.53657 0.90233 -0.0609
C 1.22927 -0.76689 0.48149 -0.4341
C 0.47165 -2.03040 0.05056 -0.0645
O -0.73057 -2.24779 0.77154 -0.8440
N -0.24957 1.16215 -0.18563 -0.8409
H 2.31369 1.16467 1.99964 0.1902
H 1.09392 2.41328 1.78913 0.2092
H 2.26640 1.84483 0.50323 0.1906
H -0.19845 0.46147 1.74280 0.2122
H 1.83826 -1.05020 1.34132 0.1886
H 1.94456 -0.48126 -0.31141 0.1707
H 1.11841 -2.93843 0.10280 0.1385
H 0.11537 -2.12745 -0.99260 0.1364
H -0.96390 0.50404 -0.50642 0.3843
H 0.35660 1.14175 -1.01524 0.3105
H -2.39294 1.60199 -2.06913 0.4908
H -1.03615 1.53266 -2.79629 0.4651
O -1.88472 1.96470 -2.80633 -0.9550
H -1.58628 -1.57532 0.40876 0.4909
H -3.01320 -1.53932 -0.77493 0.4164
O -2.77335 -1.12944 0.07820 -1.1911

7.
22
Properties=species:S:1:pos:R:3:nbo_charge:R:1 method="wB97M-V/def2-TZVPD" relative_energy_kcal_mol=25.0 e_lumo_ev=3.74 fmax_ev_per_a=1.600 total_charge=-1
C 0.18547 0.78530 -0.22767 -0.2228
N 1.49707 0.94708 0.37630 -0.6949
C 2.58749 0.33276 -0.44030 0.1261
O 2.70435 -1.01422 -0.35320 -0.9282
C -0.94609 1.58528 0.44166 -0.4051
C -1.70630 0.78430 1.49192 -0.5983
H -0.10052 -0.26830 -0.14160 0.1767
H 0.23496 1.11469 -1.26100 0.1795
H 1.60833 0.54426 1.29756 0.3469
H 3.55655 0.79378 -0.16648 0.1043
H 2.29309 0.64717 -1.47295 0.0706
H -0.59156 2.53359 0.85918 0.1995
H -1.61901 1.79055 -0.39211 0.1853
H -1.78394 -0.25561 1.18828 0.1855
H -2.62132 1.29434 1.80702 0.1982
H -1.19239 0.66502 2.45296 0.1946
H -2.19520 -2.54823 -1.02756 0.4854
H -2.09141 -1.84183 0.29946 0.4701
O -2.72934 -2.30699 -0.24248 -0.9563
H 1.46598 -1.73578 -0.86790 0.5029
H 0.69843 -1.58306 -2.16207 0.4355
O 0.74536 -2.26411 -1.45901 -1.0556

8.
22
Properties=species:S:1:pos:R:3:nbo_charge:R:1 method="wB97M-V/def2-TZVPD" multiplicity=2 relative_energy_kcal_mol=48.2 e_lumo_ev="0.62 / -3.05" fmax_ev_per_a=3.606 total_charge=0 s2=0.756
C 1.74536 0.29673 -2.36148 -0.6088
C 0.97148 0.09255 -1.02291 -0.0570
C 0.74919 -1.43880 -0.77892 -0.3415
C 0.11293 -1.69220 0.75916 -0.0910
O 0.46379 -0.70312 1.54283 -0.3392
N -0.15592 0.96327 -0.92546 -0.8513
H 2.70483 -0.21244 -2.38590 0.2026
H 1.86907 1.37133 -2.44114 0.2269
H 1.15844 -0.04823 -3.18624 0.2008
H 1.69165 0.34410 -0.22277 0.1999
H 1.71649 -1.95622 -0.85104 0.2152
H 0.08174 -1.96554 -1.43985 0.2134
H 0.65795 -2.62031 1.03104 0.2314
H -0.97906 -1.88507 0.73233 0.1719
H -0.23394 1.56825 -0.12344 0.4061
H -1.02996 0.51496 -1.16570 0.3640
H -2.64595 1.25870 1.35164 0.4888
H -3.08201 2.21715 2.46651 0.4687
O -3.40990 1.55117 1.84730 -0.9670
H -0.32637 0.25825 1.92018 0.4699
H -1.19287 0.86814 3.04692 0.4562
O -0.86693 1.21733 2.20693 -1.0598

9.
22
Properties=species:S:1:pos:R:3:lowdin_charge:R:1 method="wB97M-V/def2-TZVPD" relative_energy_kcal_mol=223.5 e_lumo_ev=-8.70 fmax_ev_per_a=2.233 total_charge=+1
N 1.26599 1.08125 -2.04853 0.0627
C -0.04096 0.50759 -1.89027 -0.4188
C 0.12593 -0.36890 -0.60387 -0.0991
C -1.20995 1.47112 -1.50140 -0.5769
S -0.87162 2.59058 -0.14727 0.8066
S -0.06725 -1.34236 2.05713 0.8938
C -0.15401 -3.13480 2.12977 -0.4097
H 1.40578 1.94019 -1.52341 0.0724
H -1.23015 0.51471 0.79409 0.1799
H 1.45828 1.31159 -3.01982 0.1078
H -0.37331 -0.05976 -2.75939 0.1567
H 1.14915 -0.27598 -0.25472 0.0913
H -0.24880 -1.39550 -0.58964 0.0763
H -0.53904 0.22820 0.23531 -0.0864
H -1.46908 2.15950 -2.33356 0.1027
H -2.03263 0.84298 -1.17305 0.0670
H -1.10828 -3.33828 2.60752 0.0483
H 0.74288 -3.53015 2.60272 0.0467
H -0.15893 -3.57950 1.12379 0.0698
H 0.92639 0.80679 2.53073 -0.0621
H 0.95260 2.04000 1.56241 -0.0437
O 1.47700 1.53072 2.20144 -0.0855

10.
22
Properties=species:S:1:pos:R:3:nbo_charge:R:1 method="wB97M-V/def2-TZVPD" multiplicity=2 relative_energy_kcal_mol=41.2 e_lumo_ev="-8.41 / -11.96" fmax_ev_per_a=6.402 total_charge=+2 s2=0.755
N -2.24878 0.50248 0.35002 -0.7487
C -1.22558 0.15472 1.57182 -0.2150
C -0.32943 1.34431 1.62889 -0.6988
S 0.60603 1.75982 0.19869 0.3922
S 0.94695 -0.11162 -0.76919 0.4630
C 2.75926 -0.43740 -0.24243 -0.4841
C 3.30186 -1.69361 -0.93908 -0.6670
H -2.22249 -0.04509 -0.52383 0.4721
H -3.29927 0.11860 0.73557 0.4931
H -2.21335 1.45327 0.09286 0.4369
H -0.82021 -0.85583 1.32992 0.2516
H -1.87827 0.00291 2.47408 0.2769
H 0.41024 1.13829 2.55372 0.3181
H -0.82554 2.17501 2.16778 0.3185
H 3.33683 0.69932 -0.30877 0.3107
H 2.71727 -0.38255 0.85046 0.2706
H 4.00067 -2.18680 -0.31355 0.2776
H 3.84745 -1.32711 -1.78531 0.2589
H 2.58081 -2.48343 -1.20192 0.2533
H -3.44052 0.75886 -2.96650 0.5253
H -2.81602 -0.69184 -2.62072 0.4961
O -3.18790 0.10769 -2.28251 -1.0014